No. 1
Computed, not measured: C2H3BrN4O as an isolated structure, with ωB97M-V/def2-TZVPD.

Its charge is 0. The energy above the lowest of the compared OMol25 structures with the same formula, charge and spin is 0.00 kJ/mol. Its multiplicity is 3.

Last column: Löwdin charge in e.
Cartesian coordinates (Å):
Br1 2.6864 -1.5077 -0.5253  0.661
O1 -0.6042 1.4025 -0.0111  0.029
N1 -0.1141 -0.8582 0.1348  0.049
N2 -2.2914 -0.1316 0.0597  0.116
N3 2.3463 0.9821 0.0159  -0.197
N4 3.1844 1.6545 -0.1674  0.203
C1 1.5160 -0.0504 -0.0159  -0.526
C2 -0.9725 0.2415 0.0164  -0.703
H1 -2.7755 -0.9326 -0.4161  0.125
H2 -2.8229 0.7620 -0.0322  0.117
H3 -0.1525 -1.5620 0.9412  0.126

---

No. 2
Computed, not measured: a 2-piece molecular cluster, C2H3BrSi overall, with ωB97M-V/def2-TZVPD.

Its charge is 0. The energy above the lowest of the compared OMol25 structures with the same formula, charge and spin is 366.71 kJ/mol.

Last column: Löwdin charge in e.
Cartesian coordinates (Å):
Br1 -1.2874 -1.2714 2.2554  0.220
Si1 0.0014 -1.1395 0.4109  0.233
C1 0.5057 0.5252 0.0084  -0.398
C2 0.7594 1.6763 -0.2996  0.048
H1 -1.6994 -0.2084 -1.9970  0.048
H2 0.6969 -2.2275 0.0500  -0.144
H3 1.0233 2.6453 -0.4281  -0.005

---

No. 3
Computed, not measured: a 2-piece molecular cluster, C2H3Cl2FO overall, with ωB97M-V/def2-TZVPD.

Its charge is 0. The energy above the lowest of the compared OMol25 structures with the same formula, charge and spin is 88.37 kJ/mol. As for the SMILES: O/C(Cl)=C\F.Cl.

Last column: Löwdin charge in e.
Cartesian coordinates (Å):
Cl1 3.4134 0.5032 0.4956  0.247
Cl2 0.5543 -1.4997 -0.5753  0.634
F1 -2.6837 0.7257 -0.0342  0.053
O1 0.0268 0.7554 0.6316  -0.010
C1 -0.5346 -0.1482 -0.1557  -0.741
C2 -1.8193 -0.1829 -0.4890  -0.167
H1 2.5385 -0.3818 0.9830  -0.223
H2 0.6212 1.3343 0.1576  0.088
H3 -2.1166 -1.1059 -1.0137  0.119